Entry 1:
C4HF2NO2 in the gas phase in a non-equilibrium geometry. Source: OMol25; level of theory: ωB97M-V/def2-TZVPD.

Values from the calculation:
Multiplicity = 1
Max |F| = 0.0710 hartree/bohr
Energy above the lowest of the compared OMol25 structures with the same formula, charge and spin = 143.9 kcal per mole

Each line ends with the Mulliken charge.
Positions of all 10 atoms, in Å:
C (-0.22, 1.10, 0.00)  -0.481
C (0.91, 0.49, -0.17)  0.100
C (-1.38, 0.20, -0.11)  0.584
C (-1.22, -1.11, -0.12)  -0.005
N (2.02, -0.27, -0.04)  0.737
O (1.90, -1.04, 0.89)  -0.460
O (3.04, -0.15, -0.73)  -0.518
F (-2.62, 0.74, 0.22)  -0.266
F (-2.09, -2.06, 0.10)  -0.167
H (-0.35, 2.11, -0.05)  0.475


Entry 2:
A molecular structure, C23H22IrN8O2S. Source: OMol25; level of theory: ωB97M-V/def2-TZVPD.

Values from the calculation:
Expectation value of S² = 8.7853
Multiplicity = 6
Max |F| = 0.0039 hartree/bohr
Energy above the lowest of the compared OMol25 structures with the same formula, charge and spin = 0.0 kcal per mole
Charge = +2

Each line ends with the Mulliken spin population.
Positions of all 57 atoms, in Å:
Ir (0.61, -0.62, 0.13)  2.704
O (-1.06, 2.05, 7.38)  0.007
C (-1.09, 0.92, 7.62)  -0.007
O (-1.12, -0.22, 7.82)  0.007
C (-1.00, 0.34, 4.61)  0.769
C (-0.82, 1.42, 3.79)  0.072
C (-0.45, 1.10, 2.49)  0.029
N (-0.29, -0.18, 2.11)  0.006
C (-0.50, -1.20, 2.95)  0.054
C (-0.87, -0.97, 4.28)  0.072
C (-0.35, -2.56, 2.37)  0.031
C (-0.56, -3.72, 3.10)  0.009
C (-0.43, -4.95, 2.46)  0.003
C (-0.10, -4.98, 1.12)  -0.002
C (0.10, -3.78, 0.46)  -0.008
N (-0.02, -2.61, 1.07)  0.106
C (-0.22, 2.12, 1.43)  0.072
C (-0.35, 3.48, 1.65)  0.008
C (-0.10, 4.36, 0.61)  0.003
C (0.27, 3.86, -0.62)  -0.003
C (0.37, 2.49, -0.77)  -0.017
N (0.12, 1.64, 0.22)  0.083
H (-0.95, 2.44, 4.13)  0.027
H (-1.04, -1.77, 4.99)  0.027
H (-0.83, -3.68, 4.15)  -0.001
H (-0.59, -5.87, 3.01)  0.000
H (0.01, -5.92, 0.59)  0.000
H (0.37, -3.76, -0.59)  0.000
H (-0.63, 3.86, 2.63)  -0.001
H (-0.19, 5.43, 0.77)  0.000
H (0.49, 4.51, -1.45)  0.000
H (0.68, 2.04, -1.71)  0.007
C (-1.49, 2.11, -3.65)  -0.002
N (-1.60, 0.80, -3.00)  0.021
C (-2.81, 0.63, -2.20)  0.004
C (-0.61, -0.10, -3.01)  0.011
S (-0.57, -1.35, -1.78)  0.354
N (0.29, -0.13, -3.98)  0.031
C (1.55, -0.88, -3.87)  0.001
C (-0.01, 0.29, -5.36)  -0.001
H (-1.85, 2.86, -2.94)  0.001
H (-2.10, 2.18, -4.55)  0.001
H (-0.46, 2.33, -3.90)  0.000
H (-3.64, 1.08, -2.73)  0.000
H (-2.70, 1.12, -1.22)  -0.001
H (-3.02, -0.42, -2.05)  -0.003
H (1.88, -0.91, -2.83)  -0.008
H (2.30, -0.37, -4.47)  0.002
H (1.42, -1.89, -4.25)  0.003
H (-1.08, 0.43, -5.49)  0.000
H (0.31, -0.52, -6.02)  0.000
H (0.52, 1.20, -5.64)  0.001
N (2.51, -0.73, -0.22)  0.252
C (3.68, -0.66, 0.08)  0.043
N (4.83, -0.56, 0.45)  0.181
C (6.06, -0.81, 0.05)  -0.040
N (7.15, -0.99, -0.26)  0.090


Among the records above, which one has the highest multiplicity? C23H22IrN8O2S


Please write out number 1 again, unchanged.
C4HF2NO2 in the gas phase in a non-equilibrium geometry. Source: OMol25; level of theory: ωB97M-V/def2-TZVPD.

Values from the calculation:
Multiplicity = 1
Max |F| = 0.0710 hartree/bohr
Energy above the lowest of the compared OMol25 structures with the same formula, charge and spin = 143.9 kcal per mole

Each line ends with the Mulliken charge.
Positions of all 10 atoms, in Å:
C (-0.22, 1.10, 0.00)  -0.481
C (0.91, 0.49, -0.17)  0.100
C (-1.38, 0.20, -0.11)  0.584
C (-1.22, -1.11, -0.12)  -0.005
N (2.02, -0.27, -0.04)  0.737
O (1.90, -1.04, 0.89)  -0.460
O (3.04, -0.15, -0.73)  -0.518
F (-2.62, 0.74, 0.22)  -0.266
F (-2.09, -2.06, 0.10)  -0.167
H (-0.35, 2.11, -0.05)  0.475


Which formula does entry 2 have? C23H22IrN8O2S


Please write out number 2 again, unchanged.
A molecular structure, C23H22IrN8O2S. Source: OMol25; level of theory: ωB97M-V/def2-TZVPD.

Values from the calculation:
Expectation value of S² = 8.7853
Multiplicity = 6
Max |F| = 0.0039 hartree/bohr
Energy above the lowest of the compared OMol25 structures with the same formula, charge and spin = 0.0 kcal per mole
Charge = +2

Each line ends with the Mulliken spin population.
Positions of all 57 atoms, in Å:
Ir (0.61, -0.62, 0.13)  2.704
O (-1.06, 2.05, 7.38)  0.007
C (-1.09, 0.92, 7.62)  -0.007
O (-1.12, -0.22, 7.82)  0.007
C (-1.00, 0.34, 4.61)  0.769
C (-0.82, 1.42, 3.79)  0.072
C (-0.45, 1.10, 2.49)  0.029
N (-0.29, -0.18, 2.11)  0.006
C (-0.50, -1.20, 2.95)  0.054
C (-0.87, -0.97, 4.28)  0.072
C (-0.35, -2.56, 2.37)  0.031
C (-0.56, -3.72, 3.10)  0.009
C (-0.43, -4.95, 2.46)  0.003
C (-0.10, -4.98, 1.12)  -0.002
C (0.10, -3.78, 0.46)  -0.008
N (-0.02, -2.61, 1.07)  0.106
C (-0.22, 2.12, 1.43)  0.072
C (-0.35, 3.48, 1.65)  0.008
C (-0.10, 4.36, 0.61)  0.003
C (0.27, 3.86, -0.62)  -0.003
C (0.37, 2.49, -0.77)  -0.017
N (0.12, 1.64, 0.22)  0.083
H (-0.95, 2.44, 4.13)  0.027
H (-1.04, -1.77, 4.99)  0.027
H (-0.83, -3.68, 4.15)  -0.001
H (-0.59, -5.87, 3.01)  0.000
H (0.01, -5.92, 0.59)  0.000
H (0.37, -3.76, -0.59)  0.000
H (-0.63, 3.86, 2.63)  -0.001
H (-0.19, 5.43, 0.77)  0.000
H (0.49, 4.51, -1.45)  0.000
H (0.68, 2.04, -1.71)  0.007
C (-1.49, 2.11, -3.65)  -0.002
N (-1.60, 0.80, -3.00)  0.021
C (-2.81, 0.63, -2.20)  0.004
C (-0.61, -0.10, -3.01)  0.011
S (-0.57, -1.35, -1.78)  0.354
N (0.29, -0.13, -3.98)  0.031
C (1.55, -0.88, -3.87)  0.001
C (-0.01, 0.29, -5.36)  -0.001
H (-1.85, 2.86, -2.94)  0.001
H (-2.10, 2.18, -4.55)  0.001
H (-0.46, 2.33, -3.90)  0.000
H (-3.64, 1.08, -2.73)  0.000
H (-2.70, 1.12, -1.22)  -0.001
H (-3.02, -0.42, -2.05)  -0.003
H (1.88, -0.91, -2.83)  -0.008
H (2.30, -0.37, -4.47)  0.002
H (1.42, -1.89, -4.25)  0.003
H (-1.08, 0.43, -5.49)  0.000
H (0.31, -0.52, -6.02)  0.000
H (0.52, 1.20, -5.64)  0.001
N (2.51, -0.73, -0.22)  0.252
C (3.68, -0.66, 0.08)  0.043
N (4.83, -0.56, 0.45)  0.181
C (6.06, -0.81, 0.05)  -0.040
N (7.15, -0.99, -0.26)  0.090